No. 1
C53H96FIN9O10P3 | wB97M-V/def2-TZVPD

Last column: Mulliken charge in e.
Cartesian coordinates (Å):
C: -4.29698 1.94912 1.47320  -0.853
C: -4.09065 3.22169 0.56411  0.378
C: -3.12627 2.96069 -0.69649  -0.576
C: -2.02728 4.08285 -0.65712  0.645
C: -0.82163 3.83188 -1.68238  -1.024
C: 0.49391 3.84899 -0.78690  0.219
C: 1.82933 3.95611 -1.60941  -0.814
C: 3.09301 4.36030 -0.70513  -1.217
C: 2.79069 4.12703 0.81803  1.035
C: 2.74098 5.28205 1.72553  -1.247
C: 2.45905 5.11784 3.16377  0.527
C: 2.47493 6.40551 4.03860  -1.360
C: 1.04084 7.00241 4.37052  0.489
C: 0.83703 7.16559 5.91546  -0.818
C: 1.82705 8.17581 6.58361  0.486
O: 2.75315 8.70248 6.04387  -0.468
O: 1.57089 8.45663 7.93996  -0.517
C: 2.18053 3.75894 3.68003  0.682
C: 1.83459 3.56612 5.18562  -1.370
C: 0.29584 3.19248 5.35531  -0.379
O: -0.54080 4.35684 5.19522  -0.315
C: -1.27444 4.34038 4.02682  0.303
C: -2.58426 5.21538 4.01546  -0.329
O: -0.98633 3.75752 3.01278  -0.205
C: 2.22279 2.59167 2.81036  0.225
C: 2.55084 2.80780 1.39441  0.669
C: 2.64354 1.57644 0.47395  -0.521
O: 3.42143 1.45003 -0.45033  -0.570
C: 1.69754 0.39229 0.79083  0.479
C: 1.23355 -0.42918 -0.31098  -1.216
C: 0.34014 -1.53672 -0.00554  -0.585
C: -0.06888 -1.75465 1.39138  0.399
C: -1.02993 -2.98141 1.62160  -0.957
C: -2.39244 -2.85568 0.82405  -0.325
C: -2.93356 -1.37446 0.71621  -0.867
I: -3.85929 -4.01247 1.99138  -0.030
C: 0.41266 -0.90222 2.49777  0.544
C: -0.07509 -1.18420 3.95961  -1.260
C: 0.89179 -2.08381 4.78211  0.607
O: 0.96952 -1.96921 5.95218  -0.504
F: 1.65406 -2.99007 4.05333  -0.233
C: 1.33505 0.18838 2.19538  1.048
C: 1.94075 1.13376 3.28102  -0.219
O: 2.15010 0.75784 4.41343  -0.571
H: -5.32484 1.99811 1.93788  0.360
H: -4.21411 0.97317 0.93585  0.113
H: -3.58650 1.97091 2.34937  0.115
H: -3.58008 3.99291 1.21220  -0.550
H: -5.06837 3.68413 0.26085  0.478
H: -3.80221 3.06698 -1.59316  0.249
H: -2.73311 1.92243 -0.56659  0.052
H: -2.45622 5.11063 -0.80256  0.040
H: -1.60252 4.07299 0.38931  -0.305
H: -0.79488 4.59194 -2.50426  0.400
H: -0.94232 2.77823 -2.05714  0.314
H: 0.44261 2.90366 -0.17562  0.078
H: 0.38559 4.75748 -0.12532  0.160
H: 1.71621 4.73459 -2.40622  0.572
H: 1.99732 2.97974 -2.15000  0.125
H: 4.03052 3.85919 -1.04280  0.276
H: 3.20686 5.47164 -0.83771  0.347
H: 2.94140 6.29609 1.29255  0.241
H: 3.09712 7.19857 3.54396  0.383
H: 2.98184 6.13488 5.00959  0.480
H: 0.24102 6.39593 3.88168  -0.292
H: 0.99771 8.02828 3.91754  0.445
H: 0.89906 6.19120 6.47384  0.312
H: -0.19783 7.57219 6.11831  0.353
H: 1.36681 7.61185 8.38796  0.350
H: 2.43218 2.77676 5.70280  0.631
H: 1.99327 4.52781 5.74482  0.336
H: -0.01096 2.30622 4.75307  0.068
H: 0.19227 2.88253 6.43697  0.542
H: -3.13920 5.09783 3.05506  -0.167
H: -3.24627 5.01544 4.89279  0.411
H: -2.29651 6.30720 4.08441  0.023
H: 1.60428 -0.17113 -1.33055  0.483
H: 0.00774 -2.18224 -0.85055  0.460
H: -1.15326 -3.22907 2.70145  0.691
H: -0.47951 -3.85963 1.16997  -0.202
H: -2.32409 -3.32458 -0.19386  0.544
H: -4.05629 -1.43889 0.71190  0.488
H: -2.59124 -0.92834 -0.25021  0.270
H: -2.56263 -0.76527 1.58587  0.186
H: -0.25534 -0.18371 4.43638  0.022
H: -1.09359 -1.66452 3.90739  0.694
C: 0.31052 -9.44253 1.15653  -0.838
N: -0.10374 -8.38026 0.26766  0.201
C: -1.53907 -8.48224 -0.02380  -1.015
P: 0.79395 -7.50337 -0.91541  0.909
O: 0.21760 -6.16421 -0.43610  -0.792
N: 2.39908 -7.07431 -0.32323  0.183
C: 2.96271 -7.55859 0.93180  -1.187
C: 2.66025 -5.62205 -0.30497  -1.154
N: 1.45234 -9.00805 -1.56217  0.273
C: 0.52393 -9.85986 -2.30175  -1.163
C: 2.65453 -9.72851 -1.19280  -1.078
H: 0.40513 -10.41599 0.65542  0.252
H: -0.41351 -9.57195 1.96491  0.384
H: 1.24260 -9.22570 1.66985  0.173
H: -1.73036 -9.11727 -0.89637  0.268
H: -1.97287 -7.50009 -0.22789  0.206
H: -2.10331 -8.89858 0.81308  0.405
H: 2.37576 -7.23943 1.80245  0.299
H: 3.98294 -7.18180 1.05647  0.402
H: 3.08880 -8.63725 0.96772  0.345
H: 2.18802 -5.13682 0.55687  0.333
H: 2.29954 -5.13740 -1.21162  0.303
H: 3.73351 -5.42118 -0.24330  0.416
H: -0.03076 -10.53105 -1.63608  0.259
H: 1.03783 -10.48593 -3.03596  0.251
H: -0.19251 -9.25162 -2.85790  0.446
H: 2.57231 -10.20288 -0.21409  0.240
H: 3.52890 -9.07709 -1.23858  0.373
H: 2.86609 -10.53457 -1.90219  0.340
C: 3.34808 -7.17792 -6.91200  -0.837
N: 2.31362 -8.08571 -6.46876  0.106
C: 1.92321 -7.79678 -5.08819  -1.201
P: 1.96860 -9.69676 -6.99232  0.938
O: 0.46015 -9.44871 -7.04648  -0.787
N: 2.07456 -9.86406 -8.74326  0.107
C: 2.56970 -8.82067 -9.63339  -1.212
C: 0.82321 -10.32358 -9.37529  -1.066
N: 3.64329 -10.16985 -6.85316  0.035
C: 4.16284 -10.28565 -5.49078  -1.084
C: 4.71122 -10.13111 -7.83288  -0.925
H: 4.34044 -7.41926 -6.50633  0.271
H: 3.12046 -6.15446 -6.60320  0.366
H: 3.42221 -7.11642 -7.99387  0.191
H: 2.53248 -8.35777 -4.36954  0.370
H: 0.87696 -8.06515 -4.91737  0.250
H: 2.01400 -6.73688 -4.84078  0.394
H: 1.95594 -7.91178 -9.59184  0.344
H: 2.57283 -9.17847 -10.66799  0.416
H: 3.60886 -8.55309 -9.45841  0.303
H: 0.09735 -9.50889 -9.47419  0.334
H: 0.35893 -11.12924 -8.80835  0.356
H: 1.01553 -10.71193 -10.37961  0.330
H: 4.53458 -9.32586 -5.11374  0.291
H: 4.98873 -10.99845 -5.42946  0.436
H: 3.38632 -10.64774 -4.81253  0.271
H: 5.03808 -9.11386 -8.05358  0.289
H: 4.42192 -10.65461 -8.74531  0.314
H: 5.59726 -10.66147 -7.47262  0.369
C: -2.49093 9.40141 2.72561  -0.276
N: -2.53457 8.97110 1.34613  0.408
C: -1.18516 8.90220 0.77995  -0.771
P: -3.80073 9.14988 0.17904  0.844
O: -3.65186 7.71560 -0.32572  -0.722
N: -5.38544 8.81461 0.87399  0.076
C: -5.62218 8.59412 2.29516  -0.914
C: -6.10915 7.71604 0.20580  -1.095
N: -4.00032 10.84177 0.55658  -0.036
C: -2.92008 11.72588 0.11927  -1.083
C: -4.86373 11.48849 1.52523  -0.880
H: -2.31163 10.47958 2.83894  0.213
H: -1.68797 8.88891 3.26379  -0.258
H: -3.38831 9.14005 3.27942  0.169
H: -0.88149 9.85462 0.33023  0.247
H: -1.13246 8.13555 0.00247  0.276
H: -0.43495 8.63739 1.52861  0.068
H: -5.08621 7.71418 2.67539  0.059
H: -6.69063 8.44402 2.48025  0.431
H: -5.37887 9.45178 2.91756  0.317
H: -5.73710 6.73499 0.52281  0.319
H: -6.02536 7.78038 -0.87810  0.348
H: -7.17596 7.75231 0.44451  0.351
H: -2.11677 11.78549 0.86264  0.305
H: -3.27393 12.74448 -0.05616  0.380
H: -2.49480 11.37600 -0.82401  0.321
H: -4.53886 11.31840 2.55289  0.272
H: -5.90163 11.18141 1.38825  0.312
H: -4.87021 12.57316 1.38632  0.357

The calculation puts the HOMO energy at -7.9 eV. The calculation puts the LUMO energy at -1.16 eV.



No. 2
C5H14NO2 | wB97M-V/def2-TZVPD

Last column: Mulliken charge in e.
Cartesian coordinates (Å):
C: 0.41596 -0.05343 2.24916  -0.495
C: 1.48042 -1.12614 2.55796  -1.064
C: -0.22256 -0.34190 0.82128  -0.794
N: 0.38950 0.59873 -0.15969  -0.353
C: -0.59743 1.33716 -0.99037  -0.454
C: -0.23668 1.37775 -2.47632  -0.673
O: -0.89305 0.41536 -3.20216  -0.927
H: 0.91049 0.89776 2.10216  0.317
H: -0.40876 -0.05841 2.95027  0.347
H: 1.27170 -1.52233 3.55776  0.257
H: 2.52959 -0.88632 2.70371  0.324
H: 1.51477 -1.95741 1.85302  0.293
H: -0.02794 -1.37134 0.54100  0.450
H: -1.29216 -0.14594 0.90115  0.381
H: 1.03364 0.08265 -0.74389  0.254
H: -1.65457 1.04624 -0.95209  0.316
H: -0.66293 2.30415 -0.43287  0.325
H: 0.86763 1.28814 -2.55953  0.198
H: -0.33750 2.38131 -2.91723  0.299
H: -1.48380 -1.33364 -1.18439  0.317
H: -1.06955 -1.09597 -2.58604  0.447
O: -1.52674 -1.83642 -2.03289  -0.767

The energy above the lowest of the compared OMol25 structures with the same formula, charge and spin is 134.45 kJ/mol. Its total charge is -1. The calculation puts the HOMO energy at -3.1 eV. The calculation puts the LUMO energy at 3.56 eV.



No. 3
C9H21Br6N3O6 | wB97M-V/def2-TZVPD

Last column: Mulliken charge in e.
Cartesian coordinates (Å):
Br: -0.68015 -7.77894 2.22408  -0.185
C: -0.57650 -5.85606 1.77561  -0.367
C: -1.08626 -5.68416 0.37067  -0.682
Br: -1.30859 -3.75487 -0.20782  -0.104
H: 0.49294 -5.67422 1.66922  0.181
H: -0.99795 -5.22512 2.55817  0.411
H: -2.03009 -6.21692 0.25468  0.366
H: -0.39054 -6.14542 -0.33027  0.375
Br: -0.24089 7.06531 -4.41673  -0.228
C: -0.02378 5.08635 -4.16986  -0.622
C: -0.88516 4.53317 -3.08043  -0.552
Br: -0.41201 2.60007 -2.71221  -0.079
H: 1.04086 4.87939 -4.06124  0.392
H: -0.37005 4.59482 -5.07903  0.374
H: -1.95496 4.60552 -3.27637  0.404
H: -0.58221 4.95348 -2.12143  0.321
Br: 3.43181 -2.33446 -1.64967  -0.134
C: 4.04448 -3.79881 -0.47084  -0.590
C: 4.13195 -3.22259 0.97695  -0.554
Br: 4.61013 -4.65240 2.23084  -0.194
H: 4.96953 -4.26540 -0.80949  0.390
H: 3.30090 -4.59553 -0.49161  0.317
H: 3.15138 -2.77898 1.14957  0.334
H: 4.89325 -2.44497 1.03875  0.399
C: 0.28575 2.49611 2.44106  -0.370
N: -0.01951 3.38532 3.57436  0.825
O: -0.61023 4.44668 3.30967  -0.530
O: 0.18189 3.00321 4.73738  -0.549
H: -0.59567 2.20586 1.86926  0.069
H: 0.74105 1.66891 2.98562  0.302
H: 1.07007 2.97823 1.85752  0.203
C: -0.02380 -0.90613 -1.57172  -0.891
N: 0.00961 -0.13937 -0.27631  0.834
O: 0.92880 -0.47178 0.49029  -0.790
O: -0.86111 0.69018 -0.10816  -0.653
H: 0.61733 -1.78432 -1.49538  0.210
H: 0.18603 -0.28365 -2.44155  0.083
H: -1.03856 -1.26523 -1.74317  0.302
C: -3.37034 2.64109 1.31801  -0.592
N: -3.32102 3.21517 -0.05972  0.927
O: -4.22051 2.85501 -0.84960  -0.591
O: -2.33656 3.82539 -0.39738  -0.451
H: -2.63749 3.11878 1.96828  0.091
H: -3.16214 1.57181 1.28076  0.279
H: -4.35166 2.85946 1.73924  0.317

The energy above the lowest of the compared OMol25 structures with the same formula, charge and spin is 0.00 kJ/mol. Its total charge is -1. The expectation value of S² is 0.753. Its multiplicity is 2. The calculation puts the HOMO energy (alpha / beta) at -1.1 / -5.1 eV. The calculation puts the LUMO energy (alpha / beta) at 2.09 / 2.09 eV.